ORCA calculation (the ωB97M-V functional and the def2-TZVPD basis) on a single C4H10N2O molecule at a distorted geometry.

Energy: -343.0741 Ha
Frontier orbital gap: 8.57 eV
Net charge: 0
HOMO: -0.2941 hartree

Element x y z (Å)
C  0.330839  0.720021  -0.531136
C  -0.117179  -2.208574  0.824843
C  -0.324560  2.014555  -0.153471
N  -0.406527  -0.357047  -1.001833
C  -0.779648  -0.860200  0.548972
N  1.640737  0.717745  -0.852650
O  -1.948400  -0.622559  0.913396
H  -1.299256  -0.055246  -1.387407
H  0.068972  -0.045178  0.990193
H  2.003304  -0.131101  -1.260500
H  2.257029  1.451209  -0.538864
H  0.915834  -2.237343  0.476814
H  -0.689231  -2.978182  0.303487
H  -0.147541  -2.402475  1.896889
H  -0.683898  2.504007  -1.064587
H  -1.185670  1.798401  0.482896
H  0.365193  2.691967  0.352958

Cartesian forces (eV/Å) of the 3 atoms listed first:
-0.16 -0.14 -1.03
-0.02 0.05 -0.49
0.14 -0.12 0.21

These are the Löwdin partial charges, in e, on atoms 1 to 8: -0.47 -0.04 -0.01 0.06 -0.62 0.18 -0.08 0.10

---

ORCA calculation (the ωB97M-V functional and the def2-TZVPD basis) on a gas-phase ion, C10H15N3 (charge +2) at a distorted geometry.

SMILES: C/C1=[N+](C)\C=C/C=[N+]=C/C=C\N1C
Energy: -553.5275 Ha
Frontier orbital gap: 7.38 eV
Net charge: +2
HOMO: -0.6288 hartree

Element x y z (Å)
C  0.290779  0.143318  1.952579
C  -0.112885  0.334059  0.417839
N  0.586428  1.130526  -0.360350
C  0.081633  1.770623  -1.491971
C  1.916487  1.324449  -0.041069
C  2.829895  0.339201  0.140776
C  2.324926  -0.907661  -0.241090
N  1.182029  -1.391500  -0.050501
C  0.438275  -2.430771  -0.431670
C  -0.987119  -2.306978  -0.463557
C  -1.831824  -1.237898  -0.240225
N  -1.474944  -0.009982  0.173329
C  -2.672381  0.833879  0.177650
H  0.840695  0.993470  2.284146
H  0.919905  -0.740056  2.102141
H  -0.668514  0.009771  2.510065
H  0.895549  2.037331  -2.157280
H  -0.508339  2.568690  -1.137311
H  -0.640063  1.049785  -2.001229
H  2.159509  2.425087  0.041034
H  3.867625  0.321745  0.237965
H  2.910028  -1.438047  -0.868577
H  0.878084  -3.370930  -0.506485
H  -1.442852  -3.242271  -0.599925
H  -2.891148  -1.435591  -0.213662
H  -2.454914  1.909016  0.345133
H  -3.216719  0.667198  -0.698080
H  -3.220149  0.653540  1.120312

Cartesian forces (eV/Å) of the 3 atoms listed first:
-1.49 -0.62 -1.36
0.95 -0.35 3.08
-0.43 -1.69 2.54

These are the Löwdin partial charges, in e, on atoms 1 to 8: 0.08 -0.14 -0.09 0.04 0.00 0.07 -0.05 0.08

---

ORCA calculation (the ωB97M-V functional and the def2-TZVPD basis) on 3 unconnected molecules or ions with the total composition C4H12NOS2 at a distorted geometry.

Energy: -1085.6999 Ha
Frontier orbital gap: 8.91 eV
Net charge: +1
HOMO: -0.4695 hartree

Element x y z (Å)
C  1.074767  1.644326  -1.007216
C  -0.921603  -1.749051  2.948987
C  2.298482  0.860441  -0.910251
C  -0.814333  -1.007036  1.715645
N  2.391475  -0.303932  -0.516517
O  0.169528  -0.742552  1.055714
S  -2.158343  0.631685  -2.616292
S  -2.349586  -0.466482  0.973325
H  0.199823  1.056758  -0.624183
H  1.022707  2.133079  -1.988648
H  1.263007  2.428420  -0.298933
H  -0.714669  -2.861749  2.938899
H  -1.989501  -1.683655  3.296544
H  -0.196192  -1.485329  3.766050
H  3.134926  1.408921  -1.277239
H  3.272165  -0.774095  -0.686907
H  1.590149  -0.819796  -0.074456
H  -3.120003  -0.139064  -3.300435
H  -2.437299  1.576892  -3.419994
H  -1.715502  0.292221  0.025908

Cartesian forces (eV/Å) of the 3 atoms listed first:
-0.87 -0.85 1.06
-0.67 -1.99 2.93
-1.13 3.08 -1.66

These are the Löwdin partial charges, in e, on atoms 1 to 8: -0.02 -0.08 -0.12 -0.80 0.25 -0.08 0.51 0.86

---

ORCA calculation (the ωB97M-V functional and the def2-TZVPD basis) on 2 unconnected molecules or ions with the total composition C11H25P at a distorted geometry.

SMILES: CCCC=[P@H](C)[C@H](C)CC.C=C
Energy: -775.2742 Ha
Frontier orbital gap: 7.62 eV
Net charge: 0
HOMO: -0.2473 hartree

Element x y z (Å)
C  -1.480935  -3.206321  0.536099
C  0.013802  -2.865986  0.733260
C  0.632893  -2.732936  -0.634132
C  0.183617  -1.560281  -1.362744
P  -0.263859  -0.058033  -0.528447
C  -0.855227  1.050960  -1.736958
C  1.183490  0.562704  0.374375
C  0.964533  1.669950  1.534216
C  2.347792  1.085210  -0.562137
C  3.771686  1.197607  -0.082167
H  -1.560470  -4.060749  -0.254157
H  -1.988351  -3.695917  1.513428
H  -2.040773  -2.401819  0.157810
H  -0.002800  -1.867408  1.178488
H  0.507896  -3.767684  1.252010
H  1.711496  -2.722567  -0.677637
H  0.466510  -3.546771  -1.307962
H  -0.571975  -1.712000  -2.156532
H  -1.346378  0.334226  0.323525
H  -0.269509  0.826814  -2.733375
H  -1.890280  1.116423  -1.918618
H  -0.789581  2.030192  -1.142995
H  1.626490  -0.373352  0.701697
H  0.204335  1.210328  2.234877
H  1.850777  1.880804  2.062710
H  0.607671  2.556013  1.071550
H  2.380679  0.657172  -1.601648
H  2.033748  2.089969  -0.911751
H  4.492560  1.454021  -0.800219
H  3.941580  1.855704  0.741878
H  4.001616  0.209189  0.222996
C  -3.229383  2.036152  1.213734
C  -3.561406  2.903719  0.350062
H  -2.363229  2.056890  1.860920
H  -3.960087  1.222396  1.540503
H  -2.994151  3.820168  0.138541
H  -4.506421  2.721536  -0.150130

Cartesian forces (eV/Å) of the 3 atoms listed first:
-0.16 -4.22 1.21
-0.72 -2.24 -0.29
1.13 -0.08 -0.26

These are the Löwdin partial charges, in e, on atoms 1 to 8: -0.14 -0.28 -0.39 -0.33 0.80 -0.27 -0.43 -0.06